{
  "formula": "C25H48ClNO3P2STi",
  "method": "the ωB97M-V functional and the def2-TZVPD basis",
  "elements": ["Ti", "Cl", "S", "P", "P", "O", "O", "O", "N", "C", "C", "C", "C", "C", "C", "C", "C", "C", "C", "C", "C", "C", "C", "C", "C", "C", "C", "C", "C", "C", "C", "C", "C", "C", "H", "H", "H", "H", "H", "H", "H", "H", "H", "H", "H", "H", "H", "H", "H", "H", "H", "H", "H", "H", "H", "H", "H", "H", "H", "H", "H", "H", "H", "H", "H", "H", "H", "H", "H", "H", "H", "H", "H", "H", "H", "H", "H", "H", "H", "H", "H", "H"],
  "coordinates": [[0.0999, -0.2171, -0.5456], [0.0991, -0.0857, -2.8976], [1.4451, -0.3926, 2.6597], [0.3763, 2.3909, -1.0052], [-0.3423, -2.6797, -1.1279], [-2.1567, 0.0693, 1.5607], [2.5108, 0.4543, 2.1840], [1.7079, -1.7752, 2.9557], [0.1337, -0.2533, 1.5678], [2.0575, 2.6000, -1.7711], [2.0952, -2.7734, -2.5185], [0.2751, 3.5509, 0.4266], [-2.4630, -4.3112, -2.0204], [-0.0975, -3.8532, 0.2724], [-1.3785, 1.4178, 5.7046], [-0.7712, 3.2093, -2.2380], [-1.7909, 0.9705, 4.4479], [-1.0674, 0.0467, 2.1798], [1.3746, -3.7990, 0.7270], [1.4312, 3.3431, 1.4004], [2.4140, 4.0592, -2.0784], [-3.1169, -2.1932, -0.7710], [-2.1550, 2.5446, -2.1926], [0.9324, 0.8301, 5.1733], [0.7082, -3.4368, -2.4722], [-2.0916, -2.8578, -1.7043], [-1.0828, -3.5715, 1.4100], [0.4947, 0.3496, 3.9460], [0.8545, -4.9635, -2.4269], [-0.9144, 4.7334, -2.1285], [-0.8482, 0.4025, 3.5948], [3.1711, 1.8790, -0.9854], [-1.1044, 3.4166, 1.0983], [-0.0186, 1.3585, 6.0572], [-2.0716, -3.9936, 1.2047], [-3.6663, -2.9504, -0.1958], [1.7820, 4.4837, -2.8664], [2.3798, 3.7416, 1.0224], [-2.1216, 1.5371, -2.6159], [2.3521, 4.6968, -1.1845], [1.9941, 0.8171, 5.4189], [3.6803, 1.1739, -1.6550], [-2.8690, 3.1435, -2.7708], [2.8287, 1.2915, -0.1218], [-1.5390, 5.0223, -1.2731], [-2.6982, -1.4555, -0.0672], [-1.0172, 3.6687, 2.1632], [-2.0645, -2.2819, -2.6474], [1.9178, 2.0640, -2.7280], [-2.2890, -4.9768, -1.1628], [2.0348, -1.7703, -2.9460], [3.9145, 2.6048, -0.6268], [-2.5307, 2.4607, -1.1625], [1.6717, -0.6733, -0.5046], [-3.5323, -4.3569, -2.2555], [-1.8365, 4.1043, 0.6571], [2.5415, -2.6813, -1.5187], [2.7672, -3.3776, -3.1397], [-2.1098, 1.8194, 6.4109], [-1.1932, -2.4942, 1.6041], [-0.3084, -4.8558, -0.1370], [-1.3448, 0.4723, -0.6881], [1.5692, -5.2807, -1.6572], [2.0344, -4.4116, 0.1011], [1.7690, -2.7742, 0.7351], [0.0392, 5.2662, -2.0694], [-0.0884, -5.4975, -2.2747], [-0.7021, -4.0404, 2.3246], [1.2568, -5.2851, -3.3952], [0.3617, 4.5571, -0.0130], [0.1501, -3.1585, -3.3831], [0.2861, 1.7575, 7.0299], [-3.8455, -1.6523, -1.3896], [-1.4234, 5.0822, -3.0353], [-0.2895, 2.9650, -3.2010], [-1.5156, 2.3972, 1.0395], [1.4444, -4.1711, 1.7533], [-2.8183, 1.0164, 4.0941], [1.5815, 2.2799, 1.6291], [1.2063, 3.8538, 2.3416], [-1.9198, -4.6969, -2.8890], [3.4498, 4.0961, -2.4372]],
  "e_lumo_ev": -0.398,
  "multiplicity": 1,
  "molar_mass_g_mol": 588.00,
  "homo_lumo_gap_ev": 7.3,
  "e_tot_ha": -3652.40530
}